Record 1
Here is a structure of composition C2H6AsF6O6PY in a non-equilibrium geometry from OMol25. Energies are from wB97M-V/def2-TZVPD.

```
23
Properties=species:S:1:pos:R:3
Y 1.19919 1.37033 -0.74192
C -3.22869 1.63732 2.37763
O -1.90558 1.57481 2.04204
H -3.85102 1.13014 1.64036
H -3.32374 0.97382 3.23719
H -3.56913 2.65168 2.58564
C -1.60196 2.12506 -5.46273
O -0.67765 1.97699 -4.39226
H -1.34217 1.46420 -6.28969
H -2.60052 1.73958 -5.25688
H -1.69373 3.17091 -5.75577
P 4.05410 1.90997 1.98499
O 3.00597 0.78048 1.98973
O 4.00377 1.20162 3.30502
O 2.73804 2.66224 1.90973
O 4.12170 1.01191 0.68331
As 0.66035 -3.97387 0.86985
F -1.10820 -4.36734 0.85364
F 0.92571 -5.09012 -0.48291
F 2.34571 -3.39171 0.66416
F 0.47213 -2.88599 2.28288
F 1.04788 -5.19115 2.14619
F 0.32788 -2.48077 -0.19027
```

Frontier orbital gap (eV): 3.5385
Max |F| (eV/A): 11.57
E_tot (a.u.): -3745.38527
Net charge: -3
HOMO energy (eV): 1.9

natural (NBO) atomic charge list, values in e, 4 entries: number 1, Y, carries 0.96; number 2, C, carries -0.22; number 3, O, carries -0.99; number 4, H, carries 0.08

Record 2
Here is the ion C7H12NO with charge +1 in a non-equilibrium geometry from OMol25. Energies are from wB97M-V/def2-TZVPD.

```
21
Properties=species:S:1:pos:R:3
C 1.14650 -0.07182 0.16090
C -2.27124 -0.11715 -0.92240
C 1.75816 -2.43904 -0.07303
C -0.69748 1.45505 0.59040
C -2.96400 0.32287 0.27224
C 2.20523 -0.94672 -0.07215
C -1.86176 1.20943 -0.37421
N 0.70994 1.13764 0.21449
O 1.26136 2.24668 -0.43253
H 1.29979 -2.71343 -1.02260
H 0.97940 -2.66250 0.70424
H 2.67723 -2.96992 0.19967
H -1.65028 -0.97890 -1.33981
H -0.73170 2.52545 0.87143
H -0.80850 0.83931 1.49779
H 2.16154 2.10621 -0.86841
H -3.93355 0.78754 0.18404
H -2.86102 -0.19168 1.24648
H 2.94689 -0.77692 -0.89516
H 2.91697 -0.90816 0.79692
H -2.28348 2.14609 -0.73831
```

Frontier orbital gap (alpha / beta) (eV): 7.5643 / 8.2347
Max |F| (eV/A): 3.90
<S²>: 2.02
2S+1: 3
E_tot (a.u.): -403.37295
Net charge: +1
HOMO energy (alpha / beta) (eV): -12.0 / -14.5
Energy above the lowest of the compared OMol25 structures with the same formula, charge and spin (kJ/mol): 320.4

natural (NBO) atomic charge list, values in e, 4 entries: number 1, C, carries 0.58; number 2, C, carries -0.07; number 3, C, carries -0.58; number 4, C, carries -0.24

Record 3
Here is a cluster of 15 separate species, C25H80N10O25 in total in a non-equilibrium geometry from OMol25. Energies are from wB97M-V/def2-TZVPD.

```
140
Properties=species:S:1:pos:R:3
C 8.33328 15.79799 8.96315
C 9.05480 16.07624 7.71471
O 10.49250 15.96654 8.03633
O 8.81571 16.51501 10.08798
H 8.47680 14.74282 9.22012
H 7.21960 15.99048 8.88166
H 8.90754 17.12294 7.41678
H 8.75154 15.29188 7.05643
H 10.78160 16.88350 8.13496
H 9.77733 16.36994 10.14034
C 12.72042 17.81346 10.46756
C 12.53931 17.75607 9.02072
O 11.37704 18.46168 8.54359
O 11.65824 17.05810 11.08443
H 12.73661 18.82005 10.86412
H 13.78953 17.44004 10.62418
H 12.41377 16.70101 8.77493
H 13.43189 18.20455 8.54618
H 10.83890 18.81706 9.21294
H 11.86648 16.89818 12.04462
C 14.60030 11.93071 16.58818
C 14.23482 13.37367 16.28337
O 12.74001 13.39060 16.23616
O 13.73136 11.02758 15.95280
H 14.43732 11.87237 17.65731
H 15.56655 11.58843 16.22569
H 14.72676 13.70817 15.40743
H 14.54702 13.98054 17.12785
H 12.43154 14.27990 16.05024
H 12.88248 11.46522 15.98065
C 11.93482 16.97376 16.96412
C 13.27603 16.53490 17.64438
O 14.42886 17.02816 16.96742
O 11.68580 16.24828 15.74656
H 11.92707 18.04944 16.74607
H 11.15249 16.73220 17.69246
H 13.26108 15.40709 17.62648
H 13.38006 16.89862 18.70563
H 14.54559 16.49304 16.17673
H 12.18630 16.65499 15.02931
C 8.83645 13.13402 11.46642
C 10.18865 13.57858 11.91101
O 11.19384 12.56952 11.89518
O 8.29975 12.15304 12.38492
H 8.76273 12.73436 10.42112
H 8.14069 13.97360 11.41057
H 10.05356 13.99747 12.89122
H 10.53836 14.42844 11.35779
H 11.07595 12.09484 12.73321
H 8.98474 11.70007 12.88774
C 12.50880 10.47641 9.38961
C 13.08137 9.06941 9.26082
O 12.60913 8.18389 10.23872
O 11.28773 10.60844 8.65697
H 13.27526 11.12049 8.96601
H 12.39738 10.69511 10.44312
H 14.20198 9.12536 9.38227
H 12.72594 8.69733 8.29209
H 12.53491 7.30001 9.82813
H 10.49332 10.19546 9.05870
C 7.92232 9.31289 10.81322
C 8.08848 8.92282 9.34812
O 8.44207 10.00301 8.49873
O 6.97585 10.46857 10.82383
H 8.90256 9.70004 11.20453
H 7.56343 8.39480 11.37922
H 7.10686 8.45176 8.99918
H 8.82936 8.04989 9.34620
H 7.96269 10.73911 8.95054
H 7.26581 11.10996 11.50112
C 8.18473 13.33563 15.77736
C 7.15583 14.19698 15.12245
O 6.42299 13.40576 14.17673
O 7.58757 12.13606 16.31386
H 8.74806 13.83473 16.59682
H 8.94515 13.04726 15.05242
H 7.64300 15.13444 14.69372
H 6.34969 14.56538 15.70275
H 7.05985 12.83088 13.70040
H 6.66485 12.00516 16.11432
C 15.35066 10.22258 12.75826
C 15.27332 11.74247 12.45699
O 14.27582 12.05425 11.54864
O 14.12721 9.52310 12.79749
H 15.85922 10.07420 13.73219
H 16.07536 9.71619 12.07792
H 16.27281 12.12426 12.08948
H 15.14155 12.23751 13.51217
H 14.48241 12.64807 10.85464
H 13.90139 9.34722 11.89595
C 13.50166 19.47952 14.20661
C 12.86620 20.36704 15.24051
O 11.98734 21.36727 14.77642
O 12.63924 18.47858 13.70021
H 14.42344 18.98100 14.56665
H 13.89806 20.26682 13.42693
H 13.72388 20.98186 15.65928
H 12.44004 19.76766 16.03937
H 11.05986 21.04588 14.75707
H 11.75283 18.86522 13.77138
C 9.48820 18.17891 13.20145
O 10.09644 18.96017 13.95840
N 8.82878 18.53684 12.09284
N 9.54954 16.84852 13.47061
H 8.53839 17.92212 11.34787
H 8.68944 19.51472 11.85484
H 9.06297 16.19639 12.88392
H 9.93889 16.59269 14.35110
C 9.80300 12.44743 5.77571
O 8.76850 13.06659 5.56865
N 10.68776 12.71683 6.79610
N 10.16342 11.30392 5.01121
H 10.45946 13.53992 7.32645
H 11.07520 11.95616 7.32000
H 9.33785 10.93218 4.55999
H 10.73429 10.62151 5.48454
C 14.15036 15.13377 13.27700
O 14.23231 15.77397 14.31341
N 13.13023 14.20937 13.11720
N 14.97705 15.31655 12.22405
H 13.23133 13.43608 12.48670
H 12.53189 14.04337 13.92666
H 15.77557 15.86582 12.34949
H 14.83723 14.91911 11.29335
C 10.58740 10.39118 14.78646
O 10.21784 11.35463 14.08261
N 11.62099 9.56227 14.41744
N 9.85628 10.05516 15.88011
H 11.89524 8.66556 14.82194
H 12.37679 10.00392 13.92218
H 10.00587 9.22355 16.43589
H 9.15848 10.74050 16.09999
C 13.50850 14.13113 8.96791
O 14.52696 13.80072 9.65881
N 13.58750 14.23841 7.59284
N 12.33878 14.00756 9.55522
H 12.75021 14.55622 7.09268
H 14.52092 14.41644 7.26760
H 12.46520 13.69992 10.51151
H 11.51685 14.25445 9.06310
```

Frontier orbital gap (eV): 9.9537
Max |F| (eV/A): 3.37
E_tot (a.u.): -3429.19110
Net charge: 0
HOMO energy (eV): -9.6
Energy above the lowest of the compared OMol25 structures with the same formula, charge and spin (kJ/mol): 0.0

Löwdin atomic charge list, values in e, 4 entries: number 1, C, carries -0.24; number 2, C, carries -0.16; number 3, O, carries -0.13; number 4, O, carries -0.11

Record 4
Here is an isolated molecule of C7H5N in a non-equilibrium geometry from OMol25. Energies are from wB97M-V/def2-TZVPD.

```
13
Properties=species:S:1:pos:R:3
C -0.77853 -0.26323 2.47526
C -0.34194 -0.14305 1.36043
C 0.27440 0.05574 -0.00261
N 1.72860 0.25638 0.05910
C -0.02296 -1.17821 -0.81092
C -0.19555 -2.20547 -1.44549
C -0.34660 1.21544 -0.64672
C -0.81294 2.20123 -1.17817
H -1.22677 -0.37243 3.44035
H 1.99854 1.05248 0.63441
H 2.15260 -0.51741 0.58900
H -0.36406 -3.11414 -2.00806
H -1.31575 3.06210 -1.58005
```

SMILES string: C#CC(N)(C#C)C#C
Frontier orbital gap (eV): 10.9421
Max |F| (eV/A): 2.20
E_tot (a.u.): -324.26544
Net charge: 0
HOMO energy (eV): -10.0
Energy above the lowest of the compared OMol25 structures with the same formula, charge and spin (kJ/mol): 434.3

natural (NBO) atomic charge list, values in e, 4 entries: number 1, C, carries -0.22; number 2, C, carries -0.01; number 3, C, carries -0.08; number 4, N, carries -0.78